1.
C34H59BiN6O5P2SSe2 | wB97M-V/def2-TZVPD

For the energy above the lowest of the compared OMol25 structures with the same formula, charge and spin, the calculation gives 6.83 kcal per mole. The value obtained for the HOMO-LUMO gap is 0.3035 hartree. As for the calculated total energy: -221342.9372 eV. The value obtained for the LUMO energy is 0.080 eV.

Last column: Löwdin charge in e.
Positions of all 110 atoms, in Å:
Bi  0.900  -1.453  0.605  1.703
Se  5.287  -1.598  1.127  0.706
Se  3.506  -2.864  0.286  0.686
C  3.046  -3.880  1.857  -0.647
C  3.518  -5.173  2.000  -0.082
C  3.062  -5.898  3.087  -0.048
C  2.163  -5.305  3.956  -0.042
C  1.764  -3.999  3.714  -0.120
N  2.205  -3.288  2.684  0.005
C  4.437  0.122  1.305  -0.666
C  5.278  1.227  1.418  -0.115
C  4.704  2.475  1.555  -0.062
C  3.319  2.585  1.571  -0.056
C  2.574  1.428  1.444  -0.164
N  3.121  0.219  1.314  -0.043
H  4.195  -5.596  1.270  0.107
H  3.389  -6.917  3.239  0.112
H  1.759  -5.847  4.799  0.107
H  1.056  -3.503  4.363  0.110
H  6.350  1.102  1.388  0.099
H  5.328  3.354  1.636  0.110
H  2.832  3.544  1.670  0.106
H  1.490  1.458  1.435  0.069
O  0.161  -5.331  0.750  -0.321
S  -0.305  -4.138  0.089  0.273
O  -1.310  -4.317  -0.932  -0.323
O  0.920  -3.390  -0.539  -0.642
O  -0.748  -3.086  1.099  -0.558
O  -0.749  0.426  1.385  -0.423
P  -2.149  0.720  1.813  0.570
N  -2.313  0.308  3.409  -0.178
C  -3.369  0.845  4.269  -0.213
C  -2.601  1.414  5.455  -0.173
C  -1.507  0.368  5.652  -0.166
C  -1.138  -0.059  4.224  -0.178
N  -2.537  2.341  1.705  -0.176
C  -3.290  2.876  0.550  -0.179
C  -2.756  4.299  0.339  -0.162
C  -2.004  4.628  1.627  -0.166
C  -1.457  3.275  2.054  -0.203
N  -3.305  -0.026  0.905  -0.191
C  -2.890  -1.138  0.020  -0.183
C  -4.208  -1.645  -0.586  -0.134
C  -5.319  -0.996  0.262  -0.159
C  -4.589  -0.430  1.476  -0.205
H  -4.041  0.044  4.595  0.116
H  -3.952  1.596  3.738  0.102
H  -3.222  1.557  6.338  0.110
H  -2.164  2.374  5.176  0.101
H  -1.909  -0.483  6.204  0.110
H  -0.646  0.747  6.200  0.108
H  -0.944  -1.131  4.161  0.112
H  -0.248  0.458  3.860  0.101
H  -4.357  2.883  0.785  0.110
H  -3.156  2.259  -0.338  0.089
H  -3.563  5.004  0.142  0.109
H  -2.076  4.326  -0.513  0.086
H  -2.691  5.013  2.383  0.112
H  -1.211  5.361  1.481  0.111
H  -1.238  3.226  3.123  0.108
H  -0.538  3.036  1.506  0.095
H  -2.411  -1.938  0.591  0.084
H  -2.179  -0.780  -0.722  0.070
H  -4.233  -2.732  -0.531  0.113
H  -4.303  -1.366  -1.634  0.103
H  -6.100  -1.698  0.548  0.107
H  -5.786  -0.177  -0.288  0.105
H  -4.448  -1.198  2.248  0.122
H  -5.111  0.418  1.920  0.108
C  -1.387  1.567  -2.607  -0.088
C  0.133  1.774  -2.659  -0.574
C  0.481  2.513  -1.361  -0.098
C  0.443  2.672  -3.859  -0.076
P  1.019  0.084  -2.620  0.892
N  1.025  -0.437  -1.162  -0.445
C  2.828  0.311  -3.180  -0.576
C  3.086  0.568  -4.667  -0.076
C  3.616  -0.944  -2.771  -0.106
C  3.422  1.458  -2.346  -0.090
C  0.149  -1.116  -3.792  -0.587
C  1.047  -2.346  -3.982  -0.081
C  -1.121  -1.646  -3.113  -0.088
C  -0.196  -0.543  -5.171  -0.076
H  -1.859  2.546  -2.481  0.080
H  -1.667  0.952  -1.749  0.060
H  -1.798  1.125  -3.508  0.064
H  -0.210  3.353  -1.248  0.070
H  1.489  2.913  -1.351  0.063
H  0.360  1.847  -0.505  0.035
H  -0.188  3.562  -3.792  0.088
H  0.225  2.190  -4.808  0.068
H  1.473  3.011  -3.874  0.061
H  2.832  -0.298  -5.273  0.064
H  4.157  0.747  -4.798  0.090
H  2.563  1.428  -5.064  0.061
H  3.534  -1.752  -3.488  0.068
H  3.266  -1.308  -1.807  -0.010
H  4.673  -0.687  -2.676  0.088
H  3.101  2.439  -2.684  0.063
H  4.510  1.424  -2.434  0.087
H  3.167  1.347  -1.292  0.056
H  1.419  -2.723  -3.031  0.071
H  1.878  -2.149  -4.656  0.063
H  0.443  -3.138  -4.430  0.094
H  -0.889  -2.124  -2.164  0.047
H  -1.553  -2.415  -3.757  0.098
H  -1.879  -0.884  -2.958  0.050
H  0.664  -0.114  -5.676  0.061
H  -0.975  0.212  -5.132  0.061
H  -0.568  -1.358  -5.796  0.091

Forces on atoms 1 to 3 (eV/Å):
-0.24 0.13 0.01
-0.13 -0.05 -0.05
0.85 -0.26 -0.18

***

2.
C5H10N4O4S2 | wB97M-V/def2-TZVPD

For the energy above the lowest of the compared OMol25 structures with the same formula, charge and spin, the calculation gives 32.72 kcal per mole. The value obtained for the HOMO-LUMO gap is 0.3004 hartree. As for the calculated total energy: -41163.7123 eV. As for the SMILES: N/C(=N/C=C\C=C\S(N)(=O)=O)S(N)(=O)=O. The value obtained for the LUMO energy is -0.113 eV.

Last column: Löwdin charge in e.
Positions of all 25 atoms, in Å:
C  1.297  0.414  2.338  -0.071
C  1.855  -0.339  1.261  -0.089
C  -0.053  0.780  2.397  -0.142
C  1.331  -0.304  0.006  -0.192
C  -0.889  -0.209  0.554  -0.492
N  -1.000  0.158  1.731  0.070
N  -1.530  -1.267  0.002  0.129
N  2.435  -0.778  -2.509  -0.061
N  -2.804  1.390  -0.714  -0.043
O  2.732  -2.412  -0.735  -0.271
O  0.417  -2.012  -1.511  -0.330
O  -0.523  2.413  -0.133  -0.293
O  -0.635  0.911  -2.004  -0.300
S  1.741  -1.531  -1.195  0.605
S  -1.161  1.252  -0.703  0.646
H  1.893  0.679  3.227  0.106
H  2.590  -0.989  1.566  0.088
H  -0.564  1.450  3.187  0.147
H  0.864  0.577  -0.399  0.047
H  -1.635  -1.890  0.747  0.095
H  -1.032  -1.625  -0.807  0.047
H  3.068  -1.380  -3.078  0.097
H  1.959  -0.272  -3.210  0.053
H  -3.118  0.754  -1.434  0.076
H  -3.415  1.724  -0.016  0.075

Forces on atoms 1 to 3 (eV/Å):
-0.41 1.27 0.06
-2.04 1.65 0.84
0.03 1.39 2.15

***

3.
C12H48N24O12 | wB97M-V/def2-TZVPD

For the energy above the lowest of the compared OMol25 structures with the same formula, charge and spin, the calculation gives 167.74 kcal per mole. The value obtained for the HOMO-LUMO gap is 0.2805 hartree. As for the calculated total energy: -73563.0888 eV. As for the SMILES: NC(N)=O.NC(N)=O.NC(N)=O.NC(N)=O.NC(N)=O.NC(N)=O.NC(N)=O.NC(N)=O.NC(N)=O.NC(N)=O.NC(N)=O.NC(N)=O. The value obtained for the LUMO energy is -0.381 eV.

Last column: Löwdin charge in e.
Positions of all 96 atoms, in Å:
C  -0.226  -0.276  0.635  -0.724
O  0.029  -0.727  1.752  0.002
N  0.546  0.640  -0.006  0.206
N  -1.231  -0.594  -0.117  0.200
H  0.399  1.016  -0.931  0.086
H  1.161  1.234  0.532  0.056
H  -1.459  -0.095  -0.965  0.088
H  -1.923  -1.210  0.286  0.085
C  4.681  0.992  -2.870  -0.760
O  5.558  1.802  -2.793  0.034
N  4.866  -0.208  -3.353  0.170
N  3.440  1.114  -2.330  0.167
H  4.079  -0.832  -3.457  0.049
H  5.718  -0.563  -3.763  0.119
H  3.003  0.222  -2.147  0.035
H  3.008  1.874  -1.824  0.074
C  5.402  0.795  1.640  -0.842
O  6.403  0.166  1.907  0.031
N  4.953  1.677  2.433  0.159
N  4.606  0.595  0.669  0.208
H  5.621  1.764  3.186  0.130
H  4.260  2.314  2.068  0.078
H  4.620  -0.297  0.197  0.098
H  3.852  1.224  0.431  0.065
C  2.083  3.026  1.324  -0.753
O  2.548  2.675  0.240  0.016
N  1.181  3.965  1.399  0.207
N  2.221  2.500  2.494  0.161
H  0.594  3.923  2.220  0.069
H  0.948  4.409  0.522  0.120
H  1.864  2.923  3.340  0.118
H  2.575  1.571  2.673  0.112
C  -3.158  -2.948  2.599  -0.682
O  -3.358  -2.616  1.423  -0.015
N  -2.874  -2.125  3.632  0.180
N  -3.122  -4.220  2.932  0.166
H  -2.896  -2.470  4.581  0.100
H  -2.759  -1.181  3.290  0.116
H  -3.270  -4.906  2.205  0.121
H  -2.719  -4.534  3.803  0.114
C  3.275  -2.206  -0.591  -0.725
O  2.686  -1.493  -1.334  0.032
N  3.239  -2.220  0.772  0.168
N  4.255  -2.970  -1.043  0.180
H  2.495  -1.712  1.228  0.087
H  3.484  -2.978  1.394  0.110
H  4.351  -2.939  -2.048  0.110
H  4.836  -3.615  -0.526  0.114
C  0.060  -0.999  5.304  -0.832
O  0.445  -2.061  4.966  0.091
N  -0.935  -0.732  6.023  0.160
N  0.529  0.192  4.900  0.150
H  -1.133  0.204  6.347  0.124
H  -1.486  -1.568  6.154  0.117
H  1.158  0.310  4.118  0.082
H  -0.078  0.993  4.993  0.067
C  -1.727  3.046  2.369  -0.842
O  -2.301  2.758  1.413  0.120
N  -0.773  2.339  2.873  0.163
N  -1.852  4.189  3.005  0.174
H  -0.208  2.793  3.577  0.085
H  -0.525  1.495  2.377  0.093
H  -1.315  4.318  3.851  0.104
H  -2.506  4.915  2.752  0.126
C  -2.840  -0.905  -3.761  -0.713
O  -1.884  -0.233  -4.160  -0.047
N  -4.044  -0.515  -3.956  0.199
N  -2.635  -1.873  -2.867  0.196
H  -4.712  -1.251  -3.775  0.080
H  -4.383  0.303  -4.442  0.134
H  -3.432  -2.435  -2.604  0.068
H  -1.707  -2.227  -2.681  0.112
C  1.581  -1.479  -4.539  -0.749
O  2.612  -2.086  -4.347  0.015
N  0.792  -1.045  -3.582  0.184
N  1.110  -1.235  -5.754  0.166
H  0.956  -1.345  -2.631  0.082
H  -0.149  -0.784  -3.842  0.037
H  1.746  -1.461  -6.505  0.112
H  0.123  -1.161  -5.952  0.100
C  -1.073  2.779  -2.011  -0.863
O  -0.381  3.578  -1.395  0.008
N  -2.163  2.415  -1.505  0.189
N  -0.676  2.196  -3.080  0.211
H  -2.644  2.939  -0.788  0.104
H  -2.790  1.888  -2.096  0.112
H  0.247  2.583  -3.212  0.131
H  -1.098  1.391  -3.521  0.065
C  -5.969  -2.016  -1.576  -0.791
O  -5.342  -2.597  -2.465  -0.015
N  -5.514  -1.927  -0.379  0.198
N  -7.081  -1.488  -1.789  0.196
H  -4.610  -2.309  -0.142  0.075
H  -6.105  -2.029  0.434  0.123
H  -7.629  -1.529  -2.636  0.135
H  -7.506  -0.817  -1.165  0.128

Forces on atoms 1 to 3 (eV/Å):
2.21 1.68 -0.39
-0.09 0.22 0.61
1.47 1.09 0.78

***

Question: The highest energy above the lowest of the compared OMol25 structures with the same formula, charge and spin belongs to which entry?
Answer: C12H48N24O12